1.
{
  "formula": "C23H62I2N14O7P",
  "method": "ωB97M-V/def2-TZVPD",
  "multiplicity": 1,
  "e_tot_ev": -85533.402,
  "charge": 1,
  "symbols": ["C", "C", "C", "C", "C", "C", "C", "C", "C", "C", "C", "C", "C", "P", "C", "I", "C", "C", "I", "H", "H", "H", "H", "H", "H", "H", "H", "H", "H", "H", "H", "H", "H", "H", "H", "H", "H", "H", "H", "H", "H", "H", "H", "H", "H", "H", "H", "H", "H", "H", "H", "H", "H", "C", "O", "N", "N", "H", "H", "H", "H", "C", "O", "N", "N", "H", "H", "H", "H", "C", "O", "N", "N", "H", "H", "H", "H", "C", "O", "N", "N", "H", "H", "H", "H", "C", "O", "N", "N", "H", "H", "H", "H", "C", "O", "N", "N", "H", "H", "H", "H", "C", "O", "N", "N", "H", "H", "H", "H"],
  "xyz": [[-1.297, -3.268, 1.241], [-2.948, -3.467, 1.404], [-3.623, -2.636, 0.163], [-5.143, -2.086, 0.435], [-5.269, -1.127, 1.798], [-4.290, 0.177, 1.647], [-3.807, 0.858, 3.057], [-3.361, -0.200, 4.227], [-1.964, 0.164, 5.002], [-1.737, 1.756, 5.322], [-0.361, 2.196, 4.479], [-0.413, 3.731, 3.906], [-1.026, 3.866, 2.389], [0.142, 4.797, 1.160], [0.778, 3.608, -0.223], [-0.853, 2.411, -1.142], [2.053, 2.685, 0.238], [1.715, 1.580, 1.402], [2.649, 1.531, -1.572], [-1.014, -2.984, 0.124], [-0.714, -4.254, 1.540], [-0.909, -2.377, 1.911], [-3.294, -3.139, 2.473], [-3.116, -4.641, 1.345], [-2.849, -1.784, -0.148], [-3.697, -3.401, -0.748], [-5.566, -1.487, -0.495], [-5.821, -3.030, 0.629], [-6.426, -0.855, 1.902], [-5.027, -1.835, 2.698], [-4.931, 1.010, 1.079], [-3.333, 0.013, 0.994], [-4.617, 1.609, 3.511], [-2.878, 1.557, 2.785], [-3.214, -1.297, 3.781], [-4.235, -0.243, 5.025], [-1.993, -0.425, 6.038], [-1.073, -0.315, 4.386], [-2.650, 2.448, 5.055], [-1.523, 1.887, 6.482], [0.534, 2.036, 5.217], [-0.171, 1.493, 3.550], [0.702, 4.154, 3.926], [-1.068, 4.357, 4.679], [-1.217, 2.804, 1.885], [-2.064, 4.444, 2.489], [1.270, 5.381, 1.879], [-0.692, 5.812, 0.522], [1.171, 4.312, -1.101], [3.003, 3.286, 0.565], [2.552, 0.752, 1.460], [1.628, 2.136, 2.445], [0.684, 1.063, 1.156], [3.773, -3.402, -1.982], [3.683, -4.615, -1.878], [3.386, -2.555, -1.011], [4.267, -2.797, -3.078], [3.456, -1.554, -1.087], [3.007, -2.961, -0.166], [4.572, -3.392, -3.836], [4.346, -1.799, -3.173], [3.381, 1.528, -6.243], [4.201, 1.590, -7.146], [2.055, 1.614, -6.454], [3.727, 1.368, -4.952], [1.372, 1.564, -5.717], [1.746, 1.735, -7.408], [4.713, 1.299, -4.743], [3.060, 1.316, -4.202], [-9.474, -1.149, 1.077], [-8.397, -0.581, 1.174], [-9.972, -1.573, -0.099], [-10.264, -1.403, 2.136], [-10.858, -2.042, -0.190], [-9.414, -1.405, -0.925], [-9.933, -1.103, 3.042], [-11.152, -1.870, 2.066], [-2.126, -0.944, -3.396], [-2.812, -0.749, -2.405], [-0.976, -0.285, -3.628], [-2.455, -1.835, -4.348], [-0.403, -0.438, -4.441], [-0.686, 0.396, -2.940], [-3.311, -2.356, -4.219], [-1.896, -2.003, -5.168], [6.692, 3.443, -4.211], [6.602, 2.230, -4.106], [6.305, 4.290, -3.239], [7.186, 4.048, -5.307], [6.375, 5.291, -3.315], [5.926, 3.884, -2.395], [7.491, 3.453, -6.065], [7.265, 5.046, -5.402], [-0.775, -5.676, 4.498], [-1.063, -5.744, 3.314], [-0.228, -6.701, 5.177], [-0.978, -4.569, 5.237], [0.013, -6.655, 6.153], [-0.056, -7.555, 4.665], [-1.388, -3.772, 4.770], [-0.745, -4.503, 6.213], [10.565, 1.507, -4.210], [11.286, 2.453, -3.934], [9.226, 1.549, -4.086], [11.042, 0.333, -4.663], [8.623, 0.776, -4.310], [8.820, 2.411, -3.749], [12.043, 0.252, -4.773], [10.456, -0.452, -4.892]],
  "mulliken_charge": [-0.675, -0.172, -0.027, -0.873, -0.371, -0.271, 0.398, 0.168, -0.674, -0.603, -0.175, -0.775, 0.182, 0.147, -0.712, 0.387, -0.578, -0.658, 0.248, 0.237, 0.248, -0.006, 0.035, 0.312, -0.069, 0.336, 0.202, 0.284, 0.294, 0.251, 0.310, -0.052, 0.293, -0.672, -0.396, 0.263, 0.342, 0.258, 0.350, 0.357, 0.365, -0.173, 0.323, 0.341, -0.339, 0.496, 0.220, 0.204, 0.493, 0.495, 0.439, 0.209, 0.085, 0.643, -0.649, -0.276, -0.309, 0.072, 0.172, 0.202, 0.139, 0.604, -0.668, -0.347, -0.139, 0.121, 0.219, 0.158, -0.069, 0.670, -0.674, -0.402, -0.398, 0.162, 0.221, 0.216, 0.164, 0.735, -0.593, -0.152, -0.414, 0.111, -0.193, 0.237, 0.154, 0.800, -0.728, -0.446, -0.372, 0.157, 0.189, 0.254, 0.154, 0.635, -0.600, -0.437, -0.302, 0.147, 0.237, 0.166, 0.163, 0.624, -0.661, -0.213, -0.381, 0.148, 0.062, 0.224, 0.165]
}

---

2.
{
  "formula": "C23H62IN18O12",
  "method": "ωB97M-V/def2-TZVPD",
  "multiplicity": 1,
  "e_tot_ev": -84349.634,
  "charge": 1,
  "symbols": ["C", "O", "C", "N", "C", "C", "C", "C", "C", "C", "N", "O", "C", "C", "C", "O", "C", "C", "C", "O", "C", "I", "H", "H", "H", "H", "H", "H", "H", "H", "H", "H", "H", "H", "H", "H", "H", "H", "H", "H", "H", "H", "H", "H", "H", "H", "H", "H", "H", "H", "H", "H", "C", "O", "N", "N", "H", "H", "H", "H", "C", "O", "N", "N", "H", "H", "H", "H", "C", "O", "N", "N", "H", "H", "H", "H", "C", "O", "N", "N", "H", "H", "H", "H", "C", "O", "N", "N", "H", "H", "H", "H", "C", "O", "N", "N", "H", "H", "H", "H", "C", "O", "N", "N", "H", "H", "H", "H", "C", "O", "N", "N", "H", "H", "H", "H"],
  "xyz": [[3.407, 5.149, 1.953], [2.151, 4.736, 2.513], [1.184, 4.488, 1.593], [1.383, 3.175, 0.845], [0.620, 3.319, -0.452], [0.698, 2.058, -1.280], [-0.175, 2.316, -2.513], [0.521, 2.002, -3.830], [1.756, 2.893, -4.088], [3.097, 2.127, -3.925], [4.029, 2.780, -2.970], [0.100, 0.991, -0.565], [0.746, 0.700, 0.665], [2.163, 0.159, 0.391], [2.279, -0.690, -0.858], [3.123, -1.481, -0.969], [-0.192, -0.290, 1.395], [0.341, -1.701, 1.655], [-0.889, -2.623, 1.866], [1.071, -1.798, 2.881], [0.838, 1.993, 1.568], [1.874, 1.570, 3.397], [3.317, 5.569, 0.953], [4.083, 4.293, 1.966], [3.831, 5.868, 2.639], [0.185, 4.526, 2.007], [1.213, 5.258, 0.819], [2.362, 3.063, 0.568], [1.040, 4.122, -1.046], [-0.426, 3.514, -0.222], [1.704, 1.833, -1.646], [-0.500, 3.355, -2.534], [-1.083, 1.734, -2.410], [-0.195, 2.234, -4.615], [0.766, 0.950, -3.951], [1.720, 3.223, -5.120], [1.727, 3.799, -3.479], [2.861, 1.133, -3.541], [3.596, 2.031, -4.881], [3.508, 3.399, -2.356], [4.430, 2.068, -2.368], [2.612, -0.386, 1.208], [2.816, 1.021, 0.221], [1.562, -0.552, -1.685], [-1.072, -0.413, 0.768], [-0.562, 0.090, 2.344], [0.893, -2.132, 0.820], [-0.688, -3.305, 2.678], [-1.748, -1.979, 2.065], [-1.065, -3.117, 0.919], [2.020, -1.725, 2.714], [-0.184, 2.225, 1.835], [-4.548, -0.925, 2.313], [-3.935, -1.695, 1.595], [-5.893, -1.019, 2.505], [-3.937, 0.097, 2.989], [-6.417, -0.398, 3.093], [-6.374, -1.759, 2.026], [-2.946, 0.192, 2.875], [-4.423, 0.738, 3.587], [-3.416, 4.924, -1.082], [-2.830, 4.102, -1.779], [-4.757, 4.852, -0.852], [-2.790, 5.972, -0.483], [-5.257, 5.512, -0.287], [-5.257, 4.093, -1.279], [-1.804, 6.062, -0.636], [-3.266, 6.659, 0.094], [2.977, -5.692, 3.593], [3.307, -6.500, 4.436], [3.038, -5.957, 2.252], [2.507, -4.442, 3.909], [2.765, -5.305, 1.541], [3.372, -6.864, 1.980], [2.444, -4.209, 4.883], [2.224, -3.765, 3.227], [-0.876, -3.953, -2.063], [-0.665, -4.189, -0.884], [-0.083, -4.432, -3.062], [-1.935, -3.198, -2.476], [-0.247, -4.258, -4.035], [0.707, -4.992, -2.793], [-2.542, -2.828, -1.766], [-2.135, -3.002, -3.439], [6.545, -1.176, -2.420], [5.922, -0.562, -3.271], [5.930, -1.753, -1.348], [7.901, -1.329, -2.473], [6.416, -2.256, -0.630], [4.928, -1.652, -1.297], [8.379, -0.913, -3.252], [8.432, -1.829, -1.786], [-4.224, 9.417, 0.388], [-3.724, 8.337, 0.683], [-3.561, 10.590, 0.560], [-5.475, 9.524, -0.133], [-3.947, 11.485, 0.328], [-2.635, 10.543, 0.944], [-5.991, 8.676, -0.272], [-5.900, 10.398, -0.380], [-3.555, -7.683, -1.103], [-4.633, -8.201, -0.878], [-2.481, -8.391, -1.561], [-3.328, -6.349, -0.914], [-1.584, -7.983, -1.744], [-2.610, -9.375, -1.708], [-4.095, -5.801, -0.571], [-2.446, -5.902, -1.089], [-0.990, -7.201, 2.178], [-0.340, -7.896, 1.418], [-2.348, -7.300, 2.282], [-0.409, -6.261, 2.985], [-2.901, -6.736, 2.900], [-2.805, -7.978, 1.700], [0.588, -6.169, 2.923], [-0.920, -5.673, 3.615]],
  "mulliken_charge": [-0.778, -0.375, -0.574, 0.599, -2.219, 1.416, -1.472, -1.218, -0.594, -0.210, -0.697, -0.560, 2.180, -1.290, -0.447, -0.761, -1.644, 0.938, -0.778, -0.689, -2.073, 0.199, 0.335, 0.308, 0.264, 0.363, 0.615, 0.565, 0.736, 0.329, 0.353, 0.609, 0.359, 0.500, 0.510, 0.419, 0.336, 0.062, 0.405, 0.207, 0.289, 0.243, 0.557, 0.618, 0.645, 0.291, -0.069, 0.272, 0.020, 0.172, 0.450, 0.960, 0.554, -0.551, -0.440, -0.303, 0.144, 0.236, 0.188, 0.182, 0.591, -0.639, -0.392, -0.234, 0.148, 0.225, 0.145, 0.316, 0.362, -0.641, -0.286, -0.265, 0.163, 0.189, 0.181, 0.287, 0.712, -0.573, -0.464, -0.415, 0.143, 0.232, 0.211, 0.160, 0.607, -0.644, -0.264, -0.395, 0.175, 0.380, 0.248, 0.157, 0.661, -0.748, -0.400, -0.361, 0.173, 0.214, 0.189, 0.176, 0.457, -0.669, -0.306, -0.223, 0.157, 0.209, 0.163, 0.146, 0.671, -0.674, -0.379, -0.279, 0.160, 0.206, 0.191, 0.159]
}